[1]
ORCA calculation (the ωB97M-V functional and the def2-TZVPD basis) on a molecular structure, C31H42BrFN6OSi2.

Last column: Löwdin charge in e.
CARTESIAN COORDINATES (ANGSTROEM)
Br1 2.69 1.29 3.42  0.66
Si1 -2.37 -0.69 1.59  0.57
Si2 -0.17 1.07 0.93  0.49
F1 0.08 2.36 -0.25  -0.22
O1 -1.77 0.49 0.49  -0.35
N1 1.73 -5.51 -1.28  0.00
N2 2.82 2.92 -1.06  0.01
N3 -6.57 0.45 4.17  0.01
N4 -5.25 1.08 -5.27  0.00
N5 8.60 2.30 -0.94  0.01
N6 -8.65 -1.29 -0.35  0.00
C1 0.71 1.39 3.80  -0.71
C2 9.31 3.20 -0.19  -0.14
C3 2.50 -6.61 -1.54  -0.14
C4 3.49 2.65 -2.23  -0.13
C5 -3.23 0.85 -6.16  -0.12
C6 -6.42 -0.65 3.29  -0.16
C7 1.23 -0.15 0.55  -0.25
C8 10.59 1.39 -0.56  -0.12
C9 2.46 -4.62 -0.53  -0.14
C10 9.37 1.19 -1.17  -0.14
C11 2.30 -2.04 2.21  -0.04
C12 10.55 2.66 0.06  -0.12
C13 3.73 3.13 -0.06  -0.15
C14 4.99 3.00 -0.60  -0.12
C15 -4.58 0.83 -6.43  -0.14
C16 -4.16 0.98 3.49  -0.06
C17 0.14 0.06 4.50  -0.16
C18 -3.09 1.12 -4.77  -0.11
C19 -8.14 -1.45 -1.61  -0.14
C20 3.69 -5.17 -0.30  -0.11
C21 -7.22 -0.45 -1.82  -0.11
C22 -3.95 -0.21 2.54  -0.25
C23 -5.44 1.30 4.27  -0.11
C24 -4.35 1.26 -4.25  -0.15
C25 4.84 2.70 -1.97  -0.12
C26 -8.07 -0.20 0.24  -0.15
C27 -7.18 0.34 -0.65  -0.11
C28 1.25 -1.53 1.33  -0.24
C29 -5.24 -1.11 2.44  -0.04
C30 3.72 -6.43 -0.94  -0.11
C31 -0.16 1.97 2.60  -0.26
H1 4.54 -7.13 -0.97  0.09
H2 1.14 -0.42 -0.58  0.11
H3 7.65 2.42 -1.26  0.11
H4 -5.11 0.65 -7.36  0.10
H5 -9.35 -1.88 0.07  0.15
H6 3.41 3.36 0.94  0.09
H7 -1.28 -1.18 2.45  -0.02
H8 -2.74 -1.86 0.76  -0.01
H9 0.79 -5.37 -1.59  0.14
H10 2.31 -1.65 3.29  0.03
H11 -3.28 1.71 3.64  0.07
H12 -5.29 -2.06 1.80  0.10
H13 5.62 2.53 -2.69  0.09
H14 -6.64 -0.31 -2.72  0.07
H15 8.87 4.14 0.10  0.10
H16 11.34 3.14 0.62  0.09
H17 11.42 0.70 -0.57  0.09
H18 8.99 0.36 -1.75  0.11
H19 3.12 -2.77 1.92  0.06
H20 -1.25 2.03 2.97  0.07
H21 -7.35 -1.34 3.22  0.10
H22 0.16 3.07 2.46  0.11
H23 0.36 -2.24 1.16  0.09
H24 -1.00 0.19 4.66  0.09
H25 2.11 -7.43 -2.13  0.10
H26 -2.44 0.68 -6.87  0.09
H27 -5.46 2.20 4.96  0.11
H28 -8.47 -2.26 -2.25  0.11
H29 1.82 2.96 -0.96  0.11
H30 2.03 -3.68 -0.22  0.08
H31 -6.25 1.14 -5.18  0.14
H32 2.94 2.45 -3.14  0.11
H33 0.66 2.19 4.63  0.09
H34 -2.17 1.21 -4.22  0.09
H35 -8.35 0.10 1.24  0.10
H36 -6.56 1.21 -0.47  0.09
H37 0.34 -0.90 3.94  0.04
H38 4.49 -4.72 0.27  0.09
H39 2.26 0.36 0.64  0.07
H40 -4.69 1.47 -3.25  0.10
H41 0.60 -0.06 5.55  0.09
H42 5.92 3.11 -0.06  0.08

Calculated values
Orbital gap   6.8491 eV
Highest occupied orbital energy   -7.693 eV
LUMO level   -0.84 eV



[2]
ORCA calculation (the ωB97M-V functional and the def2-TZVPD basis) on 14 unconnected molecules or ions with the total composition C69H78O3.

Last column: Löwdin charge in e.
CARTESIAN COORDINATES (ANGSTROEM)
O1 -8.10 -25.34 -7.51  -0.16
O2 -8.25 -28.36 -7.09  -0.14
O3 -5.14 -27.24 -10.73  -0.13
C1 -5.06 -22.44 -7.13  -0.10
C2 0.08 -27.86 -2.99  -0.11
C3 -8.53 -28.20 -2.45  -0.09
C4 -8.93 -24.28 -6.88  -0.08
C5 -0.32 -23.50 -1.31  -0.11
C6 -2.44 -25.07 3.17  -0.09
C7 0.28 -22.00 -3.09  -0.10
C8 -4.50 -26.11 -4.93  -0.08
C9 -3.82 -25.32 1.22  -0.07
C10 -7.41 -28.72 -8.17  -0.16
C11 -0.07 -27.15 -1.80  -0.07
C12 -1.53 -23.75 -1.91  -0.09
C13 -4.03 -23.09 -9.21  -0.09
C14 -4.53 -21.22 0.52  -0.09
C15 -2.43 -26.45 3.30  -0.11
C16 -6.31 -23.13 -0.42  -0.11
C17 -0.18 -26.36 -7.34  -0.10
C18 -1.04 -27.59 -0.91  -0.10
C19 -4.16 -27.11 -9.67  -0.15
C20 -5.81 -31.66 -0.10  -0.11
C21 -3.68 -26.43 -3.83  -0.07
C22 -8.45 -20.76 -4.30  -0.09
C23 -8.04 -21.68 -3.34  -0.08
C24 -4.32 -21.80 -0.74  -0.09
C25 -0.39 -26.25 -5.96  -0.10
C26 -1.58 -29.43 -2.36  -0.08
C27 -0.93 -22.26 -3.71  -0.10
C28 -5.36 -32.14 -1.33  -0.08
C29 -3.93 -29.72 -6.60  -0.09
C30 -1.82 -23.17 -3.15  -0.10
C31 -9.72 -20.81 -4.88  -0.10
C32 -6.54 -22.55 0.82  -0.08
C33 -2.57 -29.30 -6.70  -0.09
C34 -10.11 -22.81 -3.64  -0.09
C35 -6.30 -25.75 -3.43  -0.07
C36 -1.80 -28.71 -1.19  -0.10
C37 -3.35 -31.94 -7.36  -0.09
C38 -3.70 -26.71 1.28  -0.10
C39 -5.90 -30.32 0.15  -0.08
C40 -4.15 -26.44 -2.53  -0.11
C41 -4.05 -23.06 -6.40  -0.10
C42 -5.66 -29.47 -0.92  -0.13
C43 -5.07 -22.45 -8.51  -0.10
C44 -3.05 -27.28 2.37  -0.10
C45 0.57 -25.42 -8.04  -0.09
C46 -5.84 -25.78 -4.73  -0.07
C47 -5.15 -31.25 -2.39  -0.08
C48 -10.03 -26.55 -3.31  -0.11
C49 -8.78 -27.75 -1.17  -0.11
C50 0.91 -24.22 -5.95  -0.09
C51 1.05 -24.32 -7.33  -0.09
C52 -8.89 -22.72 -3.01  -0.09
C53 -1.64 -30.20 -7.18  -0.10
C54 -9.71 -26.77 -0.94  -0.10
C55 -0.62 -29.02 -3.25  -0.10
C56 -10.57 -21.85 -4.56  -0.09
C57 -9.18 -27.62 -3.55  -0.07
C58 -3.15 -24.49 2.13  -0.07
C59 -5.31 -29.89 -2.19  -0.10
C60 -3.04 -23.68 -7.08  -0.09
C61 -2.03 -31.53 -7.50  -0.09
C62 -5.66 -21.56 1.27  -0.09
C63 -4.32 -31.00 -6.95  -0.09
C64 0.16 -25.17 -5.26  -0.08
C65 0.57 -22.65 -1.91  -0.10
C66 -10.34 -26.16 -1.99  -0.10
C67 -3.03 -23.76 -8.49  -0.08
C68 -5.19 -22.78 -1.20  -0.11
C69 -5.45 -26.10 -2.35  -0.11
H1 -6.41 -25.55 -5.62  0.09
H2 -4.13 -27.36 0.54  0.07
H3 -6.46 -28.14 -8.17  0.06
H4 -3.89 -20.43 0.91  0.10
H5 -9.19 -24.74 -5.93  0.06
H6 -4.08 -23.10 -5.31  0.08
H7 -2.77 -23.27 -3.66  0.08
H8 -3.08 -28.35 2.53  0.10
H9 0.82 -27.54 -3.70  0.10
H10 -4.94 -23.18 -2.17  0.09
H11 -6.16 -29.97 1.15  0.11
H12 -5.92 -26.13 -1.37  0.09
H13 -1.90 -26.90 4.13  0.10
H14 -8.38 -23.35 -6.73  0.07
H15 -2.61 -26.64 -3.98  0.09
H16 -4.04 -28.07 -9.18  0.06
H17 -7.41 -22.86 1.35  0.10
H18 -5.85 -21.15 2.25  0.10
H19 -4.63 -27.18 -11.54  0.07
H20 -1.89 -24.51 3.91  0.10
H21 -10.11 -20.09 -5.59  0.10
H22 -0.94 -27.03 -5.48  0.06
H23 -3.62 -32.97 -7.60  0.10
H24 -7.81 -25.02 -8.38  0.08
H25 -7.12 -21.62 -2.80  0.08
H26 -4.33 -24.85 0.39  0.07
H27 -2.13 -30.33 -2.61  0.10
H28 -0.09 -23.97 -0.36  0.11
H29 -0.55 -27.21 -7.90  0.09
H30 -2.57 -28.97 -0.50  0.09
H31 -5.99 -32.41 0.67  0.10
H32 0.66 -25.57 -9.11  0.10
H33 -7.91 -28.50 -9.12  0.08
H34 -0.40 -29.51 -4.17  0.10
H35 -4.07 -26.20 -5.92  0.09
H36 -2.19 -24.27 -8.96  0.09
H37 -3.21 -26.68 -10.02  0.08
H38 -9.84 -24.10 -7.45  0.08
H39 -3.46 -21.45 -1.25  0.09
H40 -3.31 -23.42 2.05  0.09
H41 -5.86 -21.92 -6.58  0.10
H42 -5.36 -31.23 -6.92  0.09
H43 -4.56 -26.39 -8.95  0.06
H44 -7.90 -29.08 -2.59  0.10
H45 -3.50 -26.72 -1.71  0.07
H46 -11.55 -21.82 -5.01  0.10
H47 -8.63 -23.47 -2.27  0.08
H48 -2.23 -24.14 -6.53  0.09
H49 1.36 -23.33 -5.49  0.10
H50 -7.01 -23.89 -0.81  0.09
H51 -7.75 -19.99 -4.55  0.09
H52 -10.54 -26.06 -4.13  0.09
H53 1.55 -22.45 -1.49  0.10
H54 -0.63 -29.83 -7.31  0.09
H55 -8.20 -28.22 -0.38  0.09
H56 -2.20 -24.48 -1.43  0.09
H57 -8.43 -27.41 -7.20  0.04
H58 -2.25 -28.30 -6.39  0.07
H59 -8.97 -27.96 -4.57  0.10
H60 -4.04 -23.01 -10.29  0.10
H61 -1.18 -21.79 -4.66  0.11
H62 -5.26 -33.19 -1.50  0.09
H63 1.66 -23.58 -7.82  0.10
H64 -0.06 -25.01 -4.21  0.09
H65 -5.22 -29.16 -2.97  0.10
H66 -11.12 -25.41 -1.91  0.10
H67 -1.23 -27.07 0.03  0.10
H68 -5.89 -22.02 -9.06  0.10
H69 -5.80 -28.41 -0.78  0.07
H70 -7.32 -25.47 -3.26  0.08
H71 -1.27 -32.27 -7.79  0.10
H72 -9.86 -26.50 0.10  0.10
H73 0.56 -26.31 -1.56  0.09
H74 0.99 -21.31 -3.54  0.10
H75 -7.18 -29.79 -8.14  0.07
H76 -10.73 -23.68 -3.47  0.08
H77 -4.73 -29.07 -6.22  0.10
H78 -4.77 -31.63 -3.34  0.10

Calculated values
Orbital gap   9.3931 eV
Highest occupied orbital energy   -8.820 eV
LUMO level   0.57 eV



[3]
ORCA calculation (the ωB97M-V functional and the def2-TZVPD basis) on C5H11N3 in the gas phase.

Last column: natural (NBO) charge in e.
CARTESIAN COORDINATES (ANGSTROEM)
N1 -0.52 1.79 -1.92  -0.84
N2 1.26 -0.06 0.68  -0.54
N3 0.70 -1.70 2.17  -0.80
C1 0.20 -0.57 -1.97  -0.66
C2 0.81 0.97 -0.10  -0.06
C3 -0.94 0.11 1.91  -0.70
C4 0.36 -0.55 1.50  0.47
C5 0.14 0.75 -1.26  0.10
H1 0.37 -0.42 -3.04  0.21
H2 0.87 1.97 0.33  0.18
H3 -0.75 -1.10 -1.86  0.20
H4 1.00 -1.22 -1.61  0.23
H5 -1.73 -0.20 1.23  0.24
H6 1.45 -2.20 1.71  0.40
H7 -0.86 1.20 1.91  0.24
H8 -0.07 -2.29 2.46  0.38
H9 -1.21 1.42 -2.57  0.36
H10 -1.22 -0.19 2.92  0.22
H11 0.14 2.31 -2.49  0.36

Calculated values
Orbital gap   8.4577 eV
SMILES   C/C(N)=C\N=C(/C)N
Energy above the lowest of the compared OMol25 structures with the same formula, charge and spin   1.032 eV
Highest occupied orbital energy   -7.527 eV
LUMO level   0.93 eV



[4]
ORCA calculation (the ωB97M-V functional and the def2-TZVPD basis) on a molecular structure, C4H5CrLiO2.

Last column: Löwdin spin population.
CARTESIAN COORDINATES (ANGSTROEM)
Cr1 2.35 2.10 0.05  4.25
O1 1.59 0.63 1.18  -0.06
O2 -1.38 1.34 -0.39  0.00
C1 -0.64 -0.93 -0.27  0.00
C2 0.87 -1.08 -0.28  -0.04
C3 -1.11 0.36 0.28  0.00
C4 1.62 0.18 -0.01  -0.14
Li1 -1.92 3.12 -0.19  0.00
H1 -1.06 -1.00 -1.29  0.00
H2 -1.63 0.28 1.35  0.00
H3 -1.15 -1.73 0.30  0.00
H4 1.20 -1.80 0.49  0.00
H5 1.25 -1.47 -1.24  0.00

Calculated values
Orbital gap (alpha / beta)   9.2821 / 8.9165 eV
<S²>   6.1980
Energy above the lowest of the compared OMol25 structures with the same formula, charge and spin   0.427 eV
Highest occupied orbital energy (alpha / beta)   -18.239 / -17.986 eV
Net charge   +2
Spin multiplicity   5
LUMO level (alpha / beta)   -8.96 / -9.07 eV



no.,E_tot (Eh)
1,-4862.93109
2,-2901.69509
3,-361.35147
4,-1357.21093